# 1
A molecular structure, C5H13Cl2N5Pt, computed with ωB97M-V/def2-TZVPD.

Summary:
2S+1: 3
Net charge: +2
Frontier orbital gap (alpha / beta) in eV: 5.7 / 4.7
DFT total energy in eV: -41113.8033
E_LUMO (alpha / beta) in eV: -10.277 / -11.240

Each line ends with the natural charge from an NBO analysis.
Geometry (Å):
Pt (-1.444, -1.386, -0.711)  0.9610
Cl (-2.867, -2.247, -2.120)  0.1177
Cl (-3.304, -4.387, -0.095)  0.1247
N (1.080, 1.471, -2.754)  -0.7444
N (-0.326, -0.516, 0.626)  -0.5572
N (1.002, 1.001, -0.523)  -0.4376
N (-0.387, -0.167, -2.135)  -0.6872
N (1.190, 0.773, 1.823)  -0.3570
C (0.588, 0.437, 0.614)  0.5596
C (-3.480, -3.888, -1.709)  -0.4020
C (1.911, 1.981, 1.935)  -0.4346
C (0.516, 0.423, 3.072)  -0.4444
C (0.474, 0.681, -1.781)  0.6025
H (1.378, 2.610, 2.635)  0.2217
H (-4.475, -3.940, -1.979)  0.2599
H (-0.492, 0.586, 2.997)  0.2011
H (2.877, 1.969, 2.406)  0.2509
H (-2.946, -4.361, -2.526)  0.2593
H (1.049, 1.070, 4.200)  0.2929
H (-0.658, -0.171, -3.080)  0.4145
H (1.619, 2.297, -2.387)  0.4778
H (3.359, 3.956, -0.637)  0.0043
H (1.973, 2.535, 0.962)  0.2446
H (-0.182, -1.114, 1.496)  0.4260
H (0.879, 1.020, -3.684)  0.4263
H (0.666, -0.632, 3.354)  0.2197

# 2
A molecular structure, C23H33AsBCuF2N2OP, computed with ωB97M-V/def2-TZVPD.

Summary:
Net charge: -1
Frontier orbital gap in eV: 6.9
DFT total energy in eV: -150297.7782
E_LUMO in eV: 2.771

Each line ends with the natural charge from an NBO analysis.
Geometry (Å):
As (1.484, -2.305, -1.970)  0.9151
Cu (1.081, 0.920, -0.328)  0.5338
P (-1.496, 2.418, 0.981)  0.8288
F (3.132, 1.781, -2.515)  -0.5770
F (1.520, 3.262, -2.350)  -0.5767
O (-0.453, -0.350, -0.550)  -0.8273
N (1.275, 0.281, 1.550)  -0.5873
N (1.200, -0.990, 3.328)  -0.5315
C (2.288, -0.160, 3.489)  -0.1218
C (-1.283, -2.257, 2.449)  -0.1562
C (-4.185, 3.266, 1.252)  -0.2524
C (3.277, -1.761, -1.324)  -0.7244
C (-2.730, 3.890, 3.045)  -0.2535
C (1.402, -1.174, -3.593)  -0.7204
C (2.316, 0.618, 2.377)  -0.0847
C (-1.821, 2.852, -0.783)  -0.9451
C (-5.076, 4.397, 3.180)  -0.2394
C (-2.814, -2.760, 0.687)  -0.2091
C (-0.579, -1.365, 1.627)  -0.2485
C (-5.262, 3.812, 1.936)  -0.2115
C (-2.156, -1.889, -0.141)  -0.2518
C (2.687, -1.030, -4.399)  -0.6230
C (-2.897, 3.304, 1.789)  -0.2049
C (-2.385, -2.952, 2.007)  -0.3162
C (-0.153, 3.648, 1.310)  -0.9470
C (2.158, -3.981, -2.839)  -0.7236
C (3.647, -2.435, -0.006)  -0.6119
C (1.117, -4.639, -3.740)  -0.6164
C (-3.802, 4.444, 3.729)  -0.2135
C (0.598, -0.697, 2.136)  0.4019
C (-1.016, -1.138, 0.279)  0.4256
B (1.983, 2.079, -1.822)  0.5674
H (0.660, 3.418, 0.618)  0.2581
H (-0.496, 4.673, 1.155)  0.2118
H (3.408, -0.417, -3.860)  0.2253
H (1.063, -0.197, -3.247)  0.2443
H (3.012, 1.393, 2.103)  0.2189
H (0.192, -4.815, -3.186)  0.2055
H (2.967, -2.118, 0.788)  0.2099
H (4.017, -2.005, -2.090)  0.1969
H (-5.918, 4.810, 3.722)  0.2011
H (2.494, -0.541, -5.358)  0.1987
H (-3.644, 4.906, 4.696)  0.2016
H (-3.681, -3.302, 0.325)  0.1940
H (0.921, -1.717, 3.958)  0.4115
H (0.601, -1.581, -4.218)  0.2034
H (2.410, -4.662, -2.021)  0.2035
H (-2.908, -3.631, 2.668)  0.1948
H (-2.519, 2.137, -1.220)  0.2296
H (0.877, -3.998, -4.591)  0.1976
H (-0.870, 2.745, -1.306)  0.2672
H (-1.745, 3.922, 3.495)  0.2082
H (-4.346, 2.808, 0.284)  0.2124
H (-6.253, 3.775, 1.501)  0.2028
H (0.225, 3.528, 2.325)  0.2186
H (-2.207, 3.868, -0.889)  0.2090
H (1.469, -5.597, -4.131)  0.1924
H (-0.967, -2.397, 3.478)  0.1718
H (3.142, -2.001, -4.610)  0.1851
H (3.269, -0.676, -1.199)  0.2418
H (4.664, -2.175, 0.297)  0.1966
H (3.082, -3.799, -3.395)  0.1916
H (-2.489, -1.729, -1.159)  0.2018
H (3.590, -3.524, -0.083)  0.1895
H (2.920, -0.192, 4.359)  0.2073

# 3
A molecular structure, C32H34BrKN9O3S2Se, computed with ωB97M-V/def2-TZVPD.

Summary:
Net charge: -1
Frontier orbital gap in eV: 4.5
DFT total energy in eV: -226677.3687
ΔE to the lowest compared entry with this formula, charge and spin in eV: 0.839
E_LUMO in eV: 2.134

Each line ends with the Löwdin charge.
Geometry (Å):
Br (-4.564, 0.146, 0.100)  0.7317
Se (0.587, -0.467, -4.383)  -0.2716
K (0.340, 0.875, -1.315)  0.5262
S (-2.904, 4.144, -4.134)  0.9734
S (-2.104, 3.679, 2.143)  1.0097
O (1.710, -2.465, 1.598)  0.0206
O (-3.386, -3.948, 3.061)  0.0564
O (1.718, 2.023, 0.881)  -0.0301
N (3.161, -0.815, 2.245)  0.1232
N (-2.558, -2.762, -2.292)  -0.1492
N (-2.127, -1.117, 0.321)  0.0606
N (-1.136, 2.237, -4.914)  0.0602
N (-1.552, 2.538, -2.636)  0.0444
N (-1.013, 1.198, 2.298)  0.1135
N (-2.028, -3.065, -4.718)  -0.0924
N (-1.589, 2.090, 0.194)  0.0317
N (1.373, -0.246, 0.980)  0.0875
C (4.546, 1.183, 1.786)  -0.1180
C (-2.468, 4.203, 0.540)  -0.3732
C (-2.941, -3.032, 2.155)  -0.3140
C (-1.628, -3.006, 1.702)  0.0117
C (-2.657, -1.469, -2.977)  -0.1732
C (2.434, 0.992, 5.986)  -0.0919
C (2.827, 1.227, 3.611)  -0.1179
C (-1.753, 2.837, -3.896)  -0.7043
C (5.715, 0.467, 2.030)  -0.0292
C (-1.192, -3.266, -2.421)  -0.1562
C (2.775, 0.441, 4.756)  -0.0262
C (-2.134, 3.235, -0.351)  -0.3478
C (-3.492, -3.702, -2.884)  -0.1499
C (2.021, 0.894, 1.264)  -0.4799
C (6.952, 0.977, 1.667)  -0.0914
C (3.206, 0.621, 2.250)  -0.2639
C (-2.496, -1.649, -4.493)  -0.1492
C (-3.098, 4.260, -2.415)  -0.3931
C (-3.353, -1.173, 0.770)  -0.7321
C (4.643, 2.424, 1.163)  -0.0188
C (-3.123, -4.004, -4.364)  -0.0955
C (-3.844, -2.095, 1.680)  -0.0541
C (7.041, 2.214, 1.047)  -0.1034
C (-0.799, -3.390, -3.902)  -0.1554
C (-1.276, -2.037, 0.783)  -0.1336
C (5.881, 2.931, 0.794)  -0.0764
C (2.130, 2.340, 6.085)  -0.1054
C (2.171, 3.131, 4.944)  -0.0795
C (-2.287, 3.356, -1.811)  -0.3626
C (-1.498, 2.187, 1.484)  -0.7107
C (2.520, 2.583, 3.720)  -0.0210
C (2.036, -1.287, 1.594)  -0.5474
H (3.689, -1.431, 2.834)  0.1282
H (7.848, 0.400, 1.862)  0.0965
H (-2.646, -4.508, 3.318)  0.1036
H (-2.857, 5.187, 0.342)  0.0634
H (-3.486, -4.628, -2.306)  0.1168
H (-1.672, -0.997, -4.842)  -0.0330
H (-3.604, -0.996, -2.717)  0.0987
H (-3.955, -3.834, -5.047)  0.1182
H (1.856, 2.771, 7.040)  0.0948
H (-1.769, -3.148, -5.699)  0.1753
H (1.924, 4.184, 5.004)  0.1008
H (-0.511, -2.550, -1.957)  0.0998
H (-2.747, -5.018, -4.501)  0.1186
H (-0.496, -4.397, -4.198)  0.1189
H (2.399, 0.359, 6.864)  0.0969
H (2.979, -0.619, 4.695)  0.1047
H (-0.879, -3.705, 2.055)  0.1146
H (3.740, 2.974, 0.939)  0.1018
H (-0.521, 1.385, -4.732)  -0.1434
H (-3.784, 4.956, -1.964)  0.0577
H (-4.870, -2.083, 2.015)  0.1049
H (-0.049, -2.616, -4.164)  -0.0939
H (-1.121, -4.222, -1.897)  0.1206
H (-1.401, 2.455, -5.857)  0.0778
H (-0.254, -1.988, 0.431)  0.0799
H (-4.494, -3.275, -2.826)  0.1204
H (8.005, 2.612, 0.755)  0.0948
H (5.667, -0.507, 2.497)  0.1037
H (2.526, 3.200, 2.833)  0.1071
H (-1.819, -0.824, -2.696)  0.0632
H (-3.418, -1.537, -5.070)  0.1206
H (-0.403, 0.548, 1.805)  0.0510
H (-0.601, 1.525, 3.159)  0.0838
H (5.935, 3.890, 0.295)  0.1007

# 4
2 unconnected molecules or ions with the total composition C3H12NO, computed with ωB97M-V/def2-TZVPD.

Summary:
Net charge: +1
Frontier orbital gap in eV: 13.2
DFT total energy in eV: -6836.0828
ΔE to the lowest compared entry with this formula, charge and spin in eV: 1.332
E_LUMO in eV: -3.110

Each line ends with the natural charge from an NBO analysis.
Geometry (Å):
O (1.469, -0.751, 1.809)  -0.9611
N (-0.171, -0.572, -0.454)  -0.5491
C (-0.438, 0.873, -0.927)  -0.2344
C (-1.386, -1.472, -0.244)  -0.4296
C (0.766, 1.648, -0.430)  -0.6508
H (0.692, 1.860, 0.635)  0.2350
H (-1.187, -2.532, -0.175)  0.2498
H (1.191, -1.068, 2.694)  0.4910
H (0.560, -1.077, -1.026)  0.4504
H (2.136, -0.152, 2.201)  0.4955
H (-0.825, 0.976, -1.989)  0.2493
H (-2.023, -1.121, -1.078)  0.2266
H (0.737, 2.527, -1.082)  0.2561
H (-1.938, -1.194, 0.690)  0.2314
H (1.720, 1.191, -0.743)  0.2291
H (0.072, -0.406, 0.548)  0.4800
H (-1.375, 1.270, -0.428)  0.2310

> Which of these has the lowest DFT total energy?

C32H34BrKN9O3S2Se

> Which of these has the highest DFT total energy?

C3H12NO